Computed, not measured: C14H16N4O2PdS4 as an isolated structure in a non-equilibrium geometry, with wB97M-V/def2-TZVPD.

Output
Energy relative to the best compared isomer or geometry (same formula, charge and spin) ... 255.25 kJ/mol
Total charge ... 0
Spin multiplicity ... 1
HOMO (spin up / spin down) ... -6.63 / -6.63 eV
F_max ... 4.61 eV/A
Orbital gap (spin up / spin down) ... 3.750 / 3.761 eV
Electronic energy ... -71650.852 eV

```
41
Properties=species:S:1:pos:R:3:forces:R:3
Pd 0.647063 -0.500946 0.938263 -0.012 -0.282 -1.204
S 0.430363 -2.951446 0.339263 0.565 1.797 0.283
S 2.850063 -1.652946 1.329463 -1.728 0.233 -0.209
S 3.070463 -4.125546 -0.260637 -0.859 0.691 0.528
S -0.551037 -1.126646 3.125363 0.266 0.266 -1.776
O 1.344263 -0.529746 -1.258637 1.524 -1.426 2.725
O 0.745563 1.575454 2.009163 1.695 -1.269 -0.195
N -0.559237 1.021954 -0.320037 -0.030 0.256 2.745
N 1.716663 -0.047646 3.965663 -0.185 -0.400 0.108
N 0.722163 -1.583346 5.362863 0.017 0.045 -0.152
N -0.545837 0.702454 -1.589337 0.242 -2.413 -2.823
C -0.960637 -0.607846 -5.459837 0.032 0.014 0.018
C 0.613063 -2.371846 -5.023137 -0.050 -0.042 -0.163
C 0.732663 -0.909146 4.203663 0.885 0.580 0.404
C -1.416337 1.940954 0.108163 0.676 -1.017 -0.836
C -0.325837 2.156754 2.322763 -2.153 0.737 -0.717
C -0.712537 -0.079046 -4.209037 0.003 0.026 -0.030
C 0.871063 -1.843246 -3.772837 -0.060 0.206 0.243
C 0.393563 -0.176846 -1.988237 -3.296 3.201 0.343
C 2.140163 -2.935246 0.441563 1.163 -1.154 -0.500
C -2.422037 2.477254 -0.870037 0.356 0.117 -0.092
C -0.487637 2.660054 3.740063 0.233 0.108 -0.150
C -1.380237 2.407354 1.421163 0.640 -0.185 1.569
C -0.299937 -1.758046 -5.864937 0.017 -0.122 -0.041
C 0.200063 -0.696046 -3.354137 0.393 -0.104 -0.362
H 0.132963 2.085454 4.422563 0.051 -0.027 0.036
H -1.522937 2.601554 4.061463 -0.088 0.031 -0.015
H -1.227737 0.803954 -3.864437 -0.022 0.035 0.003
H -0.508637 -2.188446 -6.831837 -0.005 -0.029 -0.150
H 1.566763 -2.329846 -3.106937 0.104 0.005 0.126
H -2.991737 1.655354 -1.300337 0.006 -0.048 -0.059
H 0.021663 -2.288146 5.508263 0.071 -0.074 0.015
H -1.877937 2.955854 -1.684637 -0.146 0.038 -0.095
H 2.497763 0.046754 4.593763 -0.019 -0.061 0.023
H -1.672137 -0.129146 -6.118037 -0.035 0.022 -0.026
H 1.118963 -3.271146 -5.340137 0.054 -0.086 -0.031
H 1.632263 0.586154 3.157163 -0.197 0.204 0.161
H -3.089537 3.197054 -0.405837 0.016 0.017 0.104
H -2.200937 3.019054 1.764463 -0.054 -0.029 0.053
H 1.473663 -1.490546 6.026263 -0.119 0.002 0.024
H -0.168337 3.699454 3.781663 0.047 0.136 0.118
```
Positions in Å, forces in eV/Å.